ORCA calculation (the ωB97M-V functional and the def2-TZVPD basis) on an isolated ion of composition C7H5BrN3O2S and charge -1 at a distorted geometry.

Values from the calculation:
- Frontier orbital gap: 3.7 eV
- M: 275.1 g mol⁻¹
- Maximum force: 7.321 eV/Å

Geometry as ORCA input:
```
! RIJCOSX wB97M-V def2-TZVPD def2/J DEFGRID3
* xyz -1 1
H 2.05525 1.98143 -1.13406
O 2.33490 -1.44138 1.12617
Br 3.66892 -1.16266 2.53208
H 2.24706 0.18176 -1.85352
S -1.06663 -3.26566 -1.54255
C -0.45870 1.74045 0.29627
C 1.89906 0.81968 -0.91716
N 2.04053 -0.25514 1.15796
N -2.41420 -2.44817 -0.73251
C -0.45652 -0.90011 -0.83125
N 0.22782 -2.04680 -1.56747
C -2.01361 1.55221 0.80051
C -2.81113 0.13951 0.47702
O 2.74088 0.46323 0.26211
H -3.93108 -0.01653 0.81382
C 0.31101 0.52455 -0.50627
H -2.51426 2.44560 1.40234
H 0.14864 2.73774 0.53572
C -2.00794 -1.04971 -0.31922
*
```

---

ORCA calculation (the ωB97M-V functional and the def2-TZVPD basis) on a 2-piece molecular cluster, C7H5Cl4F overall at a distorted geometry.

Values from the calculation:
- Frontier orbital gap: 9.5 eV
- M: 249.9 g mol⁻¹
- Maximum force: 1.266 eV/Å
- SMILES: ClC(Cl)(Cl)Cl.Fc1ccccc1

Geometry as ORCA input:
```
! RIJCOSX wB97M-V def2-TZVPD def2/J DEFGRID3
* xyz 0 1
H 1.42393 1.24190 -2.69170
C -0.43801 0.13041 -2.62856
Cl 2.77859 -1.01636 2.83389
C -1.39745 -0.03275 -0.41789
H -2.31460 -0.80534 -2.21484
H -2.19695 -0.37342 0.22724
Cl 0.74126 -2.27450 4.44236
C 0.57658 0.90366 -2.10193
H -0.41210 1.20857 1.08119
C 1.03242 -1.24224 3.00276
C -1.45624 -0.31249 -1.77793
C 0.53517 1.31170 -0.78715
C -0.42069 0.81956 0.07497
Cl 0.28197 0.33519 3.33501
Cl 0.33989 -2.07654 1.61569
H -0.48245 -0.02089 -3.69739
F 1.40869 2.20356 -0.29573
*
```

---

ORCA calculation (the ωB97M-V functional and the def2-TZVPD basis) on one molecule with the formula C7H5ClN2O at a distorted geometry.

Values from the calculation:
- Frontier orbital gap (spin up / spin down): 7.5 / 7.5 eV
- M: 168.6 g mol⁻¹
- Maximum force: 6.490 eV/Å
- SMILES: O=C=NC1=CC=C/C1=C/NCl

Geometry as ORCA input:
```
! RIJCOSX wB97M-V def2-TZVPD def2/J DEFGRID3
* xyz 0 1
C 1.62693 -3.63400 0.02311
H 1.52606 1.91166 0.00584
H -2.64214 0.20451 0.13333
H -0.63826 1.67607 0.23750
C -1.25355 -1.52132 0.10061
N 3.02955 0.41271 -0.32962
N 0.97406 -2.65393 -0.23776
C -0.56889 0.62239 0.17716
C 1.82721 0.84296 -0.00559
C 0.07061 -1.66255 -0.03220
H -2.04817 -2.25863 0.06765
O 2.16721 -4.68834 0.05176
Cl 4.39826 1.45988 0.07717
C -1.65345 -0.11727 0.17712
C 0.68174 -0.08965 0.06575
H 3.34512 -0.58068 -0.17329
*
```